Density functional theory data (ωB97M-V/def2-TZVPD) for C6H9B in the gas phase at a distorted geometry.

- HOMO level: -8.11 eV
- Energy above the lowest of the compared OMol25 structures with the same formula, charge and spin: 3.2839 eV
- HOMO-LUMO gap: 8.83 eV
- Largest force on an atom: 0.1079 Eh/bohr
- SMILES string: CB1C[C@]12C=C2C

Each line ends with the Mulliken charge.
Atoms and positions in Å:
C (-2.3692, -0.4989, -1.1624)  -0.90
B (-1.3017, 0.0333, -0.1246)  0.10
C (-0.9967, 0.4366, 1.3472)  -0.98
C (0.0480, 0.5985, 0.2300)  0.43
C (1.2307, 1.4848, -0.1135)  -0.59
C (1.5820, 0.2635, 0.1035)  0.37
C (2.4474, -0.9152, 0.1427)  -1.03
H (-1.8877, -0.9561, -1.9016)  0.32
H (-2.8542, 0.5233, -1.3762)  0.24
H (-3.1963, -1.0294, -0.8226)  0.36
H (-1.3792, 1.3655, 1.7763)  0.26
H (-0.8890, -0.2430, 2.1596)  0.28
H (1.5270, 2.5365, -0.4972)  0.28
H (2.1563, -1.6354, -0.7067)  0.25
H (2.4272, -1.3967, 1.0680)  0.32
H (3.4553, -0.5674, -0.1226)  0.30

Cartesian forces, eV/Å:
-0.41 4.36 3.41
-0.47 -0.27 -0.09
0.17 1.30 -0.13
0.91 -0.48 -0.24
0.41 1.50 -0.64
-1.92 0.35 0.12
0.44 0.40 -3.26
1.51 -1.47 -3.69
0.84 -1.17 -0.57
-1.18 -1.29 0.97
-0.18 0.08 -0.33
0.32 -0.92 0.38
-0.63 -2.08 0.90
0.19 0.90 1.39
-0.02 -0.86 1.43
0.00 -0.35 0.36

Density functional theory data (ωB97M-V/def2-TZVPD) for C6H9B in the gas phase at a distorted geometry.

- HOMO level: -8.11 eV
- Energy above the lowest of the compared OMol25 structures with the same formula, charge and spin: 6.7567 eV
- HOMO-LUMO gap: 7.18 eV
- Largest force on an atom: 0.0448 Eh/bohr

Each line ends with the Mulliken charge.
Atoms and positions in Å:
B (1.7108, 0.1204, -1.3437)  -0.10
C (-1.3380, -0.5227, 0.9292)  -0.23
C (-1.4124, 0.7672, 0.6185)  -0.55
C (1.1885, -0.7618, 0.8237)  -0.53
C (0.8005, 0.9868, -0.6946)  0.06
C (-0.1481, -1.3119, 0.5085)  -0.63
C (-0.3588, 1.6365, -0.1090)  -0.42
H (0.8557, -0.5747, -2.0411)  0.06
H (2.9029, 0.2309, -1.5012)  -0.03
H (-2.1341, -1.1361, 1.3357)  0.37
H (-2.3702, 1.1538, 0.7839)  0.41
H (1.9114, -1.2932, 0.2450)  0.22
H (-0.1051, -2.2966, 0.9693)  0.40
H (-0.5369, -1.5350, -0.4736)  0.29
H (-0.9745, 2.2432, -0.7228)  0.42
H (0.0083, 2.2933, 0.6720)  0.29

Cartesian forces, eV/Å:
-0.51 0.39 -0.62
0.98 0.17 0.06
0.72 -1.60 0.13
-0.95 1.96 -0.75
-0.48 -1.42 0.62
-0.60 -0.44 0.72
-0.62 -1.32 1.29
1.06 0.95 0.77
-0.60 -0.38 0.08
-0.40 0.62 0.08
-1.07 1.44 0.11
1.01 -0.72 -0.68
-0.13 -0.31 0.52
0.94 -0.55 -1.26
0.06 0.84 -1.29
0.60 0.36 0.22

Density functional theory data (ωB97M-V/def2-TZVPD) for 2 unconnected molecules or ions with the total composition C6H9BO3S at a distorted geometry.

- HOMO level: -9.12 eV
- Energy above the lowest of the compared OMol25 structures with the same formula, charge and spin: 3.6045 eV
- HOMO-LUMO gap: 8.96 eV
- Largest force on an atom: 0.0629 Eh/bohr

Each line ends with the Mulliken charge.
Atoms and positions in Å:
B (1.5725, -1.5735, 0.0416)  0.69
C (-2.8970, 0.2799, 1.3663)  -0.36
C (-2.9368, 0.1776, 0.0282)  -0.24
C (1.1348, -0.0732, -0.3200)  0.54
C (-2.2743, -0.9208, 2.0843)  -0.33
C (-2.0465, -2.0637, 1.1109)  -0.55
C (2.1963, 0.7973, -0.9488)  -1.17
O (0.0073, 0.3512, -0.5083)  -0.45
O (0.7173, -2.5071, 0.5902)  -0.67
O (2.9096, -1.8422, 0.1178)  -0.52
S (-2.4414, -1.4315, -0.4352)  0.04
H (-2.9815, 1.3019, 1.7879)  0.31
H (-3.1082, 0.8733, -0.7708)  0.40
H (-1.3083, -0.7871, 2.4708)  0.29
H (-2.8570, -1.0103, 2.9823)  0.44
H (1.7983, 0.9087, -1.9427)  0.32
H (3.1786, 0.3041, -0.9304)  0.31
H (2.2943, 1.8654, -0.6037)  0.31
H (-0.2284, -2.2160, 0.5523)  0.32
H (3.0960, -2.7994, -0.0183)  0.31

Cartesian forces, eV/Å:
-0.71 -1.05 2.61
1.62 1.56 -0.73
-0.01 -0.81 0.98
0.22 1.26 -1.94
-2.34 0.62 -2.14
-1.17 1.01 -0.91
1.25 0.78 0.68
-0.61 -0.83 1.18
0.09 1.15 -1.24
0.35 -0.84 -1.30
0.48 -1.28 1.43
-0.27 -0.95 0.20
-0.35 0.43 0.20
1.79 0.86 0.42
-0.39 -1.22 0.53
0.28 -0.08 -0.72
-0.27 0.39 -0.22
-0.29 -1.19 0.20
0.54 -0.73 0.18
-0.19 0.93 0.59

Density functional theory data (ωB97M-V/def2-TZVPD) for a molecular structure, C6H9Br2 at a distorted geometry.

- Spin multiplicity: 2
- HOMO level (spin up / spin down): -9.47 / -9.48 eV
- Energy above the lowest of the compared OMol25 structures with the same formula, charge and spin: 0.2894 eV
- HOMO-LUMO gap (spin up / spin down): 9.56 / 6.35 eV
- Largest force on an atom: 0.0567 Eh/bohr

Each line ends with the Mulliken spin population.
Atoms and positions in Å:
Br (-0.4373, 2.2397, -1.2665)  0.07
Br (-2.5802, -1.7284, -1.6679)  0.71
C (0.1028, 0.1714, 1.4596)  0.01
C (1.4486, 0.3114, 0.7328)  0.00
C (1.4731, -0.4802, -0.5332)  0.01
C (0.4067, -0.4749, -1.3501)  -0.02
C (-0.8523, 0.1788, -0.9593)  0.20
C (-1.1250, 0.1452, 0.5602)  -0.01
H (0.1290, -0.7719, 2.0293)  0.00
H (-0.0048, 0.9679, 2.2069)  0.00
H (1.6170, 1.3804, 0.5221)  0.00
H (2.2599, -0.0137, 1.3970)  0.00
H (2.4161, -0.9613, -0.8067)  0.00
H (0.4247, -0.9356, -2.3444)  0.00
H (-1.7918, -0.2180, -1.5506)  0.02
H (-1.6776, -0.7798, 0.7510)  0.00
H (-1.8089, 0.9691, 0.8198)  0.00

Cartesian forces, eV/Å:
-0.87 -1.07 -0.45
-1.08 -1.50 -0.47
0.43 -0.24 0.61
0.07 0.04 0.47
-0.28 0.33 -0.48
0.51 -0.84 -0.43
1.43 1.89 1.70
-1.06 -0.06 -0.44
-0.01 0.29 -0.19
0.10 -0.14 -0.21
0.07 -0.35 -0.16
-0.18 0.12 -0.11
-0.43 0.09 -0.15
0.13 0.05 0.45
0.93 1.63 0.12
0.04 0.10 -0.06
0.21 -0.35 -0.21

Density functional theory data (ωB97M-V/def2-TZVPD) for a molecular structure, C6H9Br2NO3 at a distorted geometry.

- HOMO level: -9.22 eV
- Energy above the lowest of the compared OMol25 structures with the same formula, charge and spin: 0.8409 eV
- HOMO-LUMO gap: 9.36 eV
- Largest force on an atom: 0.1099 Eh/bohr

Each line ends with the Mulliken charge.
Atoms and positions in Å:
C (-0.2954, -1.5614, 0.3752)  0.62
C (0.5221, 2.8293, 0.1498)  -0.34
C (1.2800, 2.1338, 1.2021)  -0.41
C (0.1618, 0.8511, -1.0925)  -0.35
C (0.7996, 0.0915, 0.0802)  0.09
C (-1.4347, -3.1040, -0.8986)  -0.70
N (-0.4526, -1.8148, 1.5729)  -0.52
O (0.6721, 2.1913, -1.0720)  -0.40
O (0.9328, 0.7420, 1.2427)  -0.33
O (-0.6918, -1.8807, -0.8233)  -0.13
Br (-1.9568, 0.9304, -0.8262)  -0.22
Br (2.6447, -0.6320, -0.5563)  -0.19
H (-0.6432, 2.9480, 0.3497)  0.25
H (0.9542, 3.8520, -0.0717)  0.32
H (2.2931, 2.1160, 1.0666)  0.40
H (0.8366, 2.5602, 2.0819)  0.30
H (0.3980, 0.4423, -2.0160)  0.59
H (-2.1261, -3.0544, -1.8745)  0.24
H (-2.1549, -2.9821, 0.0351)  0.27
H (-0.8007, -4.0082, -0.7694)  0.28
H (-0.9388, -2.6501, 1.8442)  0.24

Cartesian forces, eV/Å:
2.75 4.93 0.21
-1.76 2.31 -1.06
-3.01 -0.70 0.34
0.34 2.72 2.91
-2.07 -3.44 0.11
-3.35 0.58 0.69
0.35 -0.32 -0.15
-0.96 -2.32 -1.78
-0.91 -0.79 -0.19
0.52 -1.21 -0.84
1.61 -0.04 -0.36
-0.94 0.46 0.14
2.41 -0.27 0.03
-0.55 -0.93 0.72
2.74 0.81 -0.04
0.84 -0.01 1.11
-0.16 -0.79 -1.64
1.97 -0.31 2.19
1.03 -0.95 -1.98
-0.41 0.70 -0.43
-0.44 -0.43 0.00

Density functional theory data (ωB97M-V/def2-TZVPD) for C6H9BrClN3 in the gas phase at a distorted geometry.

- HOMO level (spin up / spin down): -8.02 / -8.02 eV
- Energy above the lowest of the compared OMol25 structures with the same formula, charge and spin: 3.6048 eV
- HOMO-LUMO gap (spin up / spin down): 8.05 / 8.06 eV
- Largest force on an atom: 0.0692 Eh/bohr

Each line ends with the Mulliken charge.
Atoms and positions in Å:
C (2.6316, -0.2700, 0.2706)  0.12
C (-2.0473, 1.2653, 0.5261)  -0.62
C (-1.4599, 1.5804, -0.8718)  -0.58
C (2.2450, 1.0310, 0.3542)  0.01
C (-1.2711, 0.1785, -0.2560)  0.01
C (-0.3006, -2.4354, 0.1123)  -1.11
N (1.8187, -1.4091, 0.1646)  -0.93
N (0.0135, -0.0473, 0.1508)  -0.43
N (0.5055, -1.2212, 0.0625)  0.96
Cl (3.3437, 2.3541, 0.2470)  -0.19
Br (4.4640, -0.7542, -0.0644)  -0.11
H (-1.7182, 1.7994, 1.4321)  0.26
H (-3.1745, 1.3362, 0.6931)  0.24
H (-2.1078, 1.7888, -1.7903)  0.22
H (-0.7120, 2.3649, -0.9631)  0.24
H (1.2058, 1.4476, 0.4607)  0.34
H (-1.9607, -0.6845, -0.5859)  0.39
H (0.3569, -3.3486, 0.2907)  0.31
H (-1.2316, -2.4400, 0.6489)  0.36
H (-0.6010, -2.5359, -0.8821)  0.52

Cartesian forces, eV/Å:
-1.23 -0.26 -0.98
-1.46 1.34 -0.36
-1.94 0.49 -0.49
-0.75 0.89 0.14
-3.52 0.51 -0.21
1.48 -1.99 -0.83
-0.73 0.19 0.40
0.92 -1.15 -0.05
2.00 1.16 2.13
0.54 0.04 0.05
-0.65 0.24 0.32
1.05 -0.54 -0.73
1.38 -1.05 -0.98
0.33 -0.99 1.60
0.73 -0.81 0.58
1.92 -1.12 0.01
1.27 1.48 0.11
-0.80 1.60 0.21
0.16 0.59 0.96
-0.70 -0.58 -1.87

Density functional theory data (ωB97M-V/def2-TZVPD) for 2 unconnected molecules or ions with the total composition C6H9BrFN2 at a distorted geometry.

- HOMO level: -12.88 eV
- Net charge: +1
- Energy above the lowest of the compared OMol25 structures with the same formula, charge and spin: 1.8932 eV
- HOMO-LUMO gap: 8.48 eV
- Largest force on an atom: 0.1034 Eh/bohr

Each line ends with the Mulliken charge.
Atoms and positions in Å:
C (-2.6416, 1.2622, 0.6203)  -0.16
C (-2.9930, 0.0931, 0.0742)  -0.20
C (-0.7634, 0.0676, 0.0747)  -0.18
C (2.2427, -0.0613, 1.0133)  -1.04
C (1.8366, -1.1184, -1.2944)  -1.11
C (1.6671, 0.0076, -0.3312)  0.84
N (-1.2229, 1.2043, 0.6429)  -0.04
N (-1.8099, -0.6208, -0.1593)  0.04
F (1.7152, 1.1792, -0.8748)  -0.23
Br (-4.7152, -0.5212, -0.2118)  -0.08
H (-3.0710, 2.2031, 0.8961)  0.45
H (3.2777, -0.3122, 0.9646)  0.39
H (1.6479, -0.8160, 1.4619)  0.35
H (1.8908, 0.8816, 1.3957)  0.34
H (2.8416, -0.9796, -1.5933)  0.43
H (1.1592, -0.9629, -2.1997)  0.33
H (1.6288, -2.0746, -0.8379)  0.34
H (-0.7227, 2.0657, 1.0101)  0.29
H (-1.9678, -1.4973, -0.6513)  0.25

Cartesian forces, eV/Å:
2.23 0.08 -0.19
-0.68 0.41 0.71
4.68 2.12 1.37
-2.41 0.64 -0.69
-2.82 1.07 -0.76
-0.68 -1.28 -1.00
-0.29 2.03 0.41
-4.25 -2.10 -1.67
-0.22 0.56 -0.30
0.15 -0.30 -0.18
-0.73 -0.21 0.15
0.84 0.20 0.19
-0.03 -0.97 0.97
0.95 0.45 1.06
1.35 -0.32 -0.54
1.03 -0.24 1.16
0.24 -0.18 0.10
-0.34 -2.05 -0.97
0.98 0.09 0.20

Density functional theory data (ωB97M-V/def2-TZVPD) for C6H9BrO in the gas phase at a distorted geometry.

- HOMO level: -8.42 eV
- Energy above the lowest of the compared OMol25 structures with the same formula, charge and spin: 1.7493 eV
- HOMO-LUMO gap: 9.19 eV
- Largest force on an atom: 0.0877 Eh/bohr
- SMILES string: C=C(Br)/C(=C/C)OC

Each line ends with the Mulliken charge.
Atoms and positions in Å:
C (-1.3397, 0.7285, -1.8535)  -0.62
C (-1.3484, 0.0377, -0.6910)  -0.38
Br (-2.8064, -0.4542, 0.2282)  -0.06
C (0.0497, -0.2525, -0.0191)  0.39
C (0.7379, -1.3382, -0.4148)  -0.04
C (2.0860, -1.6817, 0.0798)  -1.14
O (0.4864, 0.5647, 1.0066)  -0.40
C (-0.3818, 1.6066, 1.4259)  -0.53
H (-2.3713, 0.9809, -2.1679)  0.31
H (-0.3976, 1.1611, -1.9665)  0.38
H (0.2533, -1.7633, -1.2270)  0.44
H (2.0316, -2.0884, 1.1034)  0.28
H (2.5769, -2.3950, -0.5502)  0.33
H (2.4521, -0.6830, 0.3953)  0.29
H (-0.4001, 1.5899, 2.5031)  0.28
H (-1.4377, 1.3851, 1.1314)  0.18
H (-0.1910, 2.6020, 1.0163)  0.28

Cartesian forces, eV/Å:
-2.76 -1.30 3.04
4.25 1.00 -1.11
-2.13 -1.07 0.87
-1.43 -0.34 -0.25
-0.59 2.13 0.95
-1.01 0.97 2.11
-0.21 -0.20 -0.67
-1.81 -0.36 -0.33
1.21 0.27 -0.77
1.08 0.81 -1.54
-0.44 -1.41 -1.36
-0.24 -0.59 -0.33
0.90 0.32 -0.33
1.22 -0.63 -1.05
0.34 0.32 0.39
0.97 0.29 0.33
0.65 -0.21 0.04

Density functional theory data (ωB97M-V/def2-TZVPD) for a molecular structure, C6H9CaCl2N3O8 at a distorted geometry.

- Spin multiplicity: 2
- HOMO level (spin up / spin down): -13.07 / -13.07 eV
- Net charge: +1
- HOMO-LUMO gap (spin up / spin down): 5.97 / 2.55 eV
- Largest force on an atom: 0.1041 Eh/bohr

Each line ends with the Mulliken spin population.
Atoms and positions in Å:
Ca (6.6483, -3.9196, -7.5582)  0.00
Cl (7.5752, -3.2545, -10.8700)  -0.09
O (6.3933, -2.6784, -10.3929)  0.14
O (8.4571, -2.2939, -11.3621)  0.40
O (8.2579, -4.1149, -9.8335)  0.00
O (7.2334, -4.0008, -12.0286)  0.55
Cl (4.6719, -1.1000, -6.7330)  0.00
O (4.9352, -1.8014, -7.9383)  0.00
O (3.9040, -1.9338, -5.9554)  0.00
O (5.8924, -0.8605, -6.0136)  0.00
O (3.9698, 0.1081, -7.0903)  0.00
C (5.6066, 1.2399, -3.3056)  0.00
C (7.1246, 1.3885, -3.4370)  0.00
N (8.2800, 1.4526, -3.4989)  0.00
H (5.3345, 0.2736, -3.7302)  0.00
H (5.1487, 2.0178, -3.9166)  0.00
H (5.4129, 1.4774, -2.2596)  0.00
C (6.4373, 2.1061, -7.9195)  0.00
C (5.4176, 2.5924, -8.8154)  0.00
N (4.5995, 2.9960, -9.5147)  0.00
H (6.3469, 2.3265, -6.8559)  0.00
H (7.3515, 2.6474, -8.1629)  0.00
H (6.6508, 1.0594, -8.1363)  0.00
C (0.6067, 0.4669, -5.3237)  0.00
C (-0.6654, -0.1263, -5.6249)  0.00
N (-1.6654, -0.6015, -5.8463)  0.00
H (1.2188, -0.1885, -4.7041)  0.00
H (0.3766, 1.3594, -4.7420)  0.00
H (1.1874, 0.6962, -6.2172)  0.00

Cartesian forces, eV/Å:
-0.91 1.93 -0.57
0.91 -1.65 3.10
-1.02 0.19 1.46
1.76 1.43 -1.00
-2.09 1.52 -0.96
0.01 -1.49 -1.93
-1.14 4.49 1.03
2.59 -3.07 -3.55
-2.58 -2.60 2.45
1.36 0.16 -0.46
1.10 -0.88 0.50
2.26 0.93 -0.52
-0.28 -0.27 -0.07
-1.37 -0.06 -0.02
-0.17 0.01 0.63
-0.01 -0.01 0.01
-0.47 -0.63 -0.09
1.44 0.19 -0.17
-0.92 0.34 0.13
0.27 -0.17 0.07
-0.77 -0.33 -0.13
0.19 0.01 -0.25
-0.20 -0.02 0.38
0.55 0.40 0.45
1.62 0.33 0.12
-2.16 -0.99 -0.48
-0.14 -0.10 0.01
0.39 0.20 -0.13
-0.21 0.15 0.01

Density functional theory data (ωB97M-V/def2-TZVPD) for C6H9Cl in the gas phase at a distorted geometry.

- HOMO level: -9.04 eV
- Energy above the lowest of the compared OMol25 structures with the same formula, charge and spin: 1.3118 eV
- HOMO-LUMO gap: 9.99 eV
- Largest force on an atom: 0.0627 Eh/bohr
- SMILES string: C/C=C\C=C(/C)Cl

Each line ends with the Mulliken charge.
Atoms and positions in Å:
C (2.0083, -0.2493, 0.1100)  -1.03
C (1.2495, 1.0929, -0.2060)  -0.08
C (0.0695, 1.1866, -0.7905)  -0.36
C (-0.6867, -0.0059, -1.1998)  -0.94
C (-1.3161, -0.7035, -0.2674)  0.80
C (-1.4828, -0.4720, 1.2053)  -0.99
Cl (-2.2569, -2.0718, -0.8032)  -0.23
H (1.6041, -1.1272, -0.4580)  0.31
H (3.0623, -0.2270, -0.2507)  0.36
H (2.1047, -0.4470, 1.2884)  0.22
H (1.7875, 2.0507, -0.0695)  0.38
H (-0.6385, 2.1188, -1.1073)  0.21
H (-0.8198, -0.0590, -2.2207)  0.49
H (-0.9516, -1.2354, 1.9519)  0.23
H (-1.1123, 0.5572, 1.5728)  0.29
H (-2.6212, -0.4082, 1.2447)  0.35

Cartesian forces, eV/Å:
0.27 0.25 0.99
1.55 0.23 0.05
-2.32 1.03 -1.09
0.09 0.95 2.80
0.26 -0.66 -0.31
0.20 0.96 1.62
-0.26 -0.40 -0.12
-0.17 0.79 0.96
-0.60 0.50 0.32
-0.53 0.32 -2.66
-0.13 -0.75 0.41
2.66 -1.51 1.01
-0.47 -0.91 -2.03
-1.59 1.25 -1.90
-0.39 -1.52 -0.97
1.42 -0.52 0.91